No. 1
{
  "formula": "C54H44GeN2P2Re",
  "method": "ωB97M-V/def2-TZVPD",
  "symbols": ["Re", "C", "C", "C", "C", "N", "C", "C", "C", "C", "C", "C", "C", "H", "H", "H", "H", "H", "H", "H", "H", "N", "P", "C", "C", "C", "C", "C", "C", "C", "C", "C", "C", "C", "C", "P", "C", "C", "C", "C", "C", "C", "C", "C", "C", "C", "C", "C", "H", "H", "H", "H", "H", "H", "H", "H", "H", "H", "H", "H", "H", "H", "H", "H", "H", "H", "H", "H", "H", "C", "Ge", "C", "C", "C", "C", "C", "C", "C", "C", "C", "C", "C", "C", "C", "C", "C", "C", "C", "C", "H", "H", "H", "H", "H", "H", "H", "H", "H", "H", "H", "H", "H", "H", "H"],
  "positions_angstrom": [[0.56, -0.56, 0.56], [3.11, -3.30, 2.79], [4.11, -2.43, 3.10], [3.95, -1.04, 2.96], [2.80, -0.58, 2.51], [1.81, -1.43, 2.04], [1.97, -2.73, 2.21], [2.50, 0.86, 2.26], [3.13, 1.86, 2.89], [2.87, 3.28, 2.62], [1.77, 3.60, 1.93], [0.87, 2.55, 1.42], [1.37, 1.10, 1.44], [3.23, -4.36, 2.79], [5.02, -2.85, 3.59], [4.85, -0.41, 3.12], [1.13, -3.33, 1.95], [3.82, 1.64, 3.73], [3.45, 4.06, 3.07], [1.55, 4.67, 1.83], [0.18, 2.39, 2.21], [1.02, -1.82, -2.17], [1.43, -0.28, -1.62], [1.23, 0.91, -2.93], [2.32, 1.32, -3.62], [2.16, 2.10, -4.78], [0.89, 2.41, -5.26], [-0.21, 1.93, -4.56], [-0.08, 1.23, -3.43], [3.22, -0.29, -1.22], [3.86, -1.50, -0.91], [5.12, -1.56, -0.33], [5.78, -0.35, -0.11], [5.26, 0.84, -0.47], [3.92, 0.91, -0.97], [0.08, -2.55, -0.95], [0.78, -4.16, -0.61], [1.59, -4.73, -1.57], [1.92, -6.08, -1.49], [1.60, -6.80, -0.35], [0.80, -6.18, 0.62], [0.34, -4.91, 0.43], [-1.56, -2.95, -1.53], [-2.67, -2.15, -1.27], [-3.92, -2.43, -1.78], [-4.12, -3.50, -2.62], [-3.04, -4.26, -2.97], [-1.75, -4.04, -2.39], [1.36, -2.21, -3.02], [3.34, 1.05, -3.47], [3.08, 2.47, -5.31], [0.67, 3.03, -6.12], [-1.20, 2.25, -4.94], [-0.98, 0.91, -2.93], [3.39, -2.39, -1.18], [5.68, -2.46, -0.13], [6.87, -0.43, 0.15], [5.88, 1.81, -0.51], [3.34, 1.83, -1.16], [1.80, -4.16, -2.48], [2.54, -6.48, -2.27], [1.98, -7.79, -0.10], [0.59, -6.73, 1.53], [-0.42, -4.59, 1.17], [-2.63, -1.30, -0.56], [-4.73, -1.75, -1.45], [-5.06, -3.76, -2.98], [-3.16, -5.03, -3.71], [-1.00, -4.85, -2.61], [-1.02, 0.16, 0.55], [-2.42, 1.30, 1.06], [-2.57, 1.72, 2.85], [-3.55, 2.62, 3.29], [-3.58, 3.14, 4.56], [-2.62, 2.65, 5.44], [-1.64, 1.80, 5.05], [-1.59, 1.29, 3.75], [-1.43, 3.05, 0.46], [0.02, 3.06, 0.19], [0.52, 4.37, -0.40], [-0.28, 5.43, -0.66], [-1.65, 5.34, -0.41], [-2.15, 4.18, 0.20], [-4.13, 1.12, 0.12], [-4.24, 1.63, -1.15], [-5.47, 1.60, -1.75], [-6.53, 1.01, -1.09], [-6.37, 0.41, 0.16], [-5.12, 0.39, 0.76], [-4.38, 2.81, 2.62], [-4.23, 3.93, 4.78], [-2.55, 3.15, 6.40], [-0.85, 1.50, 5.83], [-0.85, 0.53, 3.42], [0.07, 2.30, -0.58], [1.63, 4.44, -0.53], [0.03, 6.35, -1.11], [-2.37, 6.13, -0.62], [-3.30, 4.17, 0.33], [-3.40, 2.16, -1.67], [-5.70, 1.99, -2.72], [-7.49, 0.97, -1.57], [-7.22, -0.11, 0.66], [-4.94, -0.09, 1.75]],
  "lowdin_charge": [1.027, 0.010, 0.000, -0.004, -0.223, -0.047, -0.086, -0.189, 0.075, 0.003, -0.014, -0.220, -0.118, 0.122, 0.151, 0.150, 0.074, 0.149, 0.126, 0.144, 0.131, -0.302, 0.847, -0.349, -0.101, -0.026, -0.032, -0.093, -0.093, -0.341, -0.081, -0.046, -0.094, -0.061, -0.087, 0.893, -0.420, -0.106, -0.042, -0.024, -0.053, -0.149, -0.346, -0.105, -0.053, -0.050, -0.037, -0.041, 0.080, 0.105, 0.142, 0.125, 0.138, 0.103, 0.069, 0.123, 0.142, 0.149, 0.107, 0.106, 0.116, 0.124, 0.120, 0.136, 0.060, 0.116, 0.106, 0.114, 0.129, -0.373, 0.935, -0.326, -0.092, -0.032, -0.067, -0.081, -0.112, -0.098, -0.234, 0.053, -0.016, 0.066, -0.062, -0.321, -0.134, -0.072, -0.049, -0.057, -0.108, 0.110, 0.106, 0.127, 0.144, 0.097, 0.129, 0.151, 0.126, 0.148, 0.152, 0.115, 0.113, 0.117, 0.136, 0.127],
  "charge": 3,
  "fmax_ev_per_a": 3.86,
  "homo_lumo_gap_ev": 6.15,
  "energy_ha": -5030.530248,
  "lumo_ev": -9.544,
  "homo_ev": -15.691
}

---

No. 2
{
  "formula": "C3H6BrN2OP",
  "method": "ωB97M-V/def2-TZVPD",
  "symbols": ["C", "C", "C", "N", "N", "P", "Br", "O", "H", "H", "H", "H", "H", "H"],
  "positions_angstrom": [[1.85, 0.55, -0.49], [0.68, 0.60, 0.49], [-0.30, -0.74, 0.44], [-0.62, -0.96, -0.87], [-1.84, -1.03, -1.09], [-2.86, -0.88, 0.31], [-3.58, 1.26, 0.02], [-1.47, -0.68, 1.22], [2.56, -0.26, -0.46], [2.49, 1.39, -0.38], [1.68, 0.51, -1.53], [0.01, 1.34, 0.09], [1.15, 0.63, 1.49], [0.25, -1.72, 0.75]],
  "lowdin_charge": [-0.128, -0.111, -0.462, -0.013, -0.209, 0.576, 0.173, -0.398, 0.068, 0.058, 0.052, 0.092, 0.118, 0.183],
  "smiles": "CC[C@@H]1N=NP(Br)O1",
  "fmax_ev_per_a": 3.70,
  "relative_energy_kcal_mol": 10.3,
  "homo_lumo_gap_ev": 9.07,
  "energy_ha": -3218.005077,
  "lumo_ev": -0.522,
  "homo_ev": -9.595
}

---

No. 3
{
  "formula": "C17H25N4NiO2P2S5",
  "method": "ωB97M-V/def2-TZVPD",
  "symbols": ["Ni", "S", "C", "S", "C", "C", "N", "C", "N", "C", "C", "O", "P", "S", "S", "O", "C", "C", "H", "H", "H", "H", "H", "H", "H", "H", "H", "H", "C", "P", "C", "C", "H", "H", "H", "H", "H", "H", "H", "H", "H", "N", "C", "S", "C", "C", "C", "N", "C", "C", "H", "H", "H", "H", "H", "H"],
  "positions_angstrom": [[0.44, -0.84, 0.26], [-1.63, -3.11, -2.67], [-1.27, -3.55, -1.08], [0.28, -3.00, -0.54], [-2.05, -4.41, -0.31], [-1.74, -4.82, 0.98], [-1.56, -5.22, 2.05], [-3.23, -4.99, -0.80], [-4.20, -5.51, -1.13], [4.23, 3.07, 2.35], [4.54, 2.04, 1.27], [4.05, 0.76, 1.61], [2.72, 0.18, 0.88], [2.43, -1.61, 1.67], [1.29, 1.58, 1.00], [3.37, 0.12, -0.64], [2.82, -0.70, -1.65], [3.60, -2.00, -1.80], [4.68, 4.02, 2.09], [4.63, 2.74, 3.31], [3.15, 3.18, 2.44], [5.62, 1.93, 1.14], [4.10, 2.36, 0.33], [2.87, -0.11, -2.58], [1.76, -0.93, -1.44], [4.62, -1.81, -2.13], [3.10, -2.64, -2.51], [3.62, -2.51, -0.84], [-0.65, -0.79, 3.67], [-1.24, -0.67, 1.93], [-2.70, -1.78, 2.05], [-2.05, 0.98, 2.00], [-1.46, -0.56, 4.36], [0.17, -0.08, 3.80], [-0.28, -1.79, 3.84], [-3.38, -1.46, 2.83], [-2.34, -2.79, 2.27], [-3.23, -1.81, 1.10], [-2.89, 0.98, 2.68], [-2.38, 1.27, 1.00], [-1.30, 1.70, 2.33], [-2.47, 4.44, -3.45], [-3.03, 3.33, -2.80], [-4.72, 3.34, -2.62], [-2.20, 2.30, -2.33], [-2.71, 1.13, -1.71], [-1.87, 0.16, -1.25], [-0.52, 0.23, -1.30], [-0.03, 1.31, -1.93], [-0.78, 2.33, -2.44], [-3.19, 4.99, -3.92], [-1.69, 4.23, -4.05], [-3.78, 1.00, -1.61], [-2.28, -0.74, -0.80], [1.05, 1.36, -2.03], [-0.28, 3.16, -2.91]],
  "lowdin_spin": [1.543, 0.037, 0.015, 0.129, 0.006, 0.001, 0.001, 0.001, 0.004, 0.002, 0.002, 0.002, 0.002, 0.038, 0.064, -0.002, 0.009, 0.001, 0.000, 0.000, 0.002, 0.000, 0.001, 0.001, 0.004, 0.001, 0.000, 0.000, 0.009, 0.052, 0.010, 0.010, 0.002, 0.000, 0.000, 0.002, 0.000, 0.000, 0.002, 0.002, 0.000, 0.061, 0.208, 0.210, 0.121, 0.078, 0.036, 0.195, 0.029, 0.078, 0.007, 0.007, 0.007, 0.000, 0.000, 0.008],
  "charge": -2,
  "fmax_ev_per_a": 2.09,
  "relative_energy_kcal_mol": 38.7,
  "spin_multiplicity": 4,
  "homo_lumo_gap_ev": [5.00, 5.85],
  "energy_ha": -5214.444080,
  "lumo_ev": [4.239, 4.223],
  "homo_ev": [-0.758, -1.626],
  "s_squared": 3.7768
}

---

No. 4
{
  "formula": "C31H29N3O4PS3SbTeW",
  "method": "ωB97M-V/def2-TZVPD",
  "symbols": ["W", "O", "N", "C", "C", "C", "C", "C", "S", "H", "H", "H", "H", "S", "C", "S", "C", "C", "N", "C", "N", "C", "C", "O", "P", "O", "Te", "O", "C", "C", "H", "H", "H", "H", "H", "H", "H", "H", "H", "H", "C", "C", "C", "C", "C", "C", "Sb", "C", "C", "C", "C", "C", "C", "C", "C", "C", "C", "C", "C", "H", "H", "H", "H", "H", "H", "H", "H", "H", "H", "H", "H", "H", "H", "H"],
  "positions_angstrom": [[0.90, 0.70, 1.87], [0.31, -0.92, 1.98], [1.34, -1.23, -0.67], [1.39, -2.47, -1.14], [2.44, -2.93, -1.92], [3.46, -2.04, -2.21], [3.40, -0.74, -1.75], [2.31, -0.36, -0.96], [2.11, 1.27, -0.34], [0.56, -3.11, -0.88], [2.45, -3.95, -2.28], [4.31, -2.36, -2.80], [4.18, -0.02, -1.98], [0.46, 0.83, 4.35], [-0.80, 1.31, 3.31], [-0.54, 2.69, 2.28], [-2.04, 0.50, 3.15], [-2.51, -0.33, 4.22], [-2.94, -1.02, 5.04], [-2.52, 0.47, 1.90], [-3.48, -0.39, 1.36], [5.82, 0.65, 0.60], [5.23, 1.85, 1.30], [4.91, 1.51, 2.66], [3.44, 1.21, 3.19], [2.46, 2.10, 2.42], [3.83, 0.94, 5.49], [2.99, -0.19, 2.31], [3.14, -1.46, 3.03], [2.90, -2.60, 2.08], [6.10, 0.91, -0.43], [5.09, -0.16, 0.56], [6.71, 0.29, 1.12], [4.34, 2.21, 0.78], [5.95, 2.66, 1.36], [2.43, -1.46, 3.86], [4.15, -1.47, 3.43], [1.86, -2.61, 1.74], [3.12, -3.54, 2.59], [3.55, -2.52, 1.20], [-4.43, 4.40, -1.33], [-3.69, 3.76, -2.32], [-2.79, 2.75, -1.97], [-2.60, 2.38, -0.64], [-3.35, 3.04, 0.33], [-4.26, 4.03, -0.01], [-1.33, 0.71, -0.10], [-0.87, 0.23, -2.17], [-0.11, 1.07, -3.00], [0.25, 0.66, -4.27], [-0.13, -0.59, -4.74], [-0.87, -1.43, -3.93], [-1.23, -1.02, -2.65], [-3.07, -0.66, -0.01], [-4.14, -0.78, -1.02], [-5.13, -1.67, -0.87], [-5.08, -2.70, 0.17], [-4.04, -2.81, 1.01], [-3.01, -1.76, 1.06], [-5.13, 5.18, -1.60], [-3.82, 4.03, -3.36], [-2.26, 2.26, -2.77], [-3.23, 2.76, 1.37], [-4.83, 4.52, 0.77], [0.20, 2.04, -2.64], [0.84, 1.33, -4.90], [0.16, -0.91, -5.74], [-1.17, -2.41, -4.28], [-1.81, -1.69, -2.03], [-4.11, -0.13, -1.89], [-5.94, -1.71, -1.59], [-5.86, -3.45, 0.18], [-3.93, -3.67, 1.66], [-2.05, -2.00, 1.51]],
  "lowdin_spin": [0.227, 0.108, 0.002, 0.000, 0.000, 0.000, 0.000, 0.001, 0.020, 0.000, 0.000, 0.000, 0.000, 0.009, 0.051, 0.131, 0.047, 0.007, 0.018, 0.099, 0.027, 0.000, 0.000, 0.000, 0.002, 0.002, 0.000, 0.004, 0.001, 0.001, 0.000, 0.000, 0.000, 0.000, 0.000, 0.000, 0.000, 0.000, 0.000, 0.000, 0.002, 0.000, 0.002, 0.001, 0.003, 0.000, 0.134, 0.068, 0.007, 0.001, 0.001, 0.003, 0.010, 0.002, -0.001, 0.001, 0.000, 0.003, 0.002, 0.000, 0.000, 0.000, 0.001, 0.000, 0.001, 0.000, 0.000, 0.000, 0.001, 0.000, 0.000, 0.000, 0.000, 0.001],
  "charge": -1,
  "fmax_ev_per_a": 1.29,
  "relative_energy_kcal_mol": 90.5,
  "spin_multiplicity": 2,
  "homo_lumo_gap_ev": [6.44, 6.01],
  "energy_ha": -3775.249312,
  "lumo_ev": [2.238, 1.041],
  "homo_ev": [-4.199, -4.973],
  "s_squared": 0.7699
}

---

No. 5
{
  "formula": "C26H22AsClMoO3",
  "method": "ωB97M-V/def2-TZVPD",
  "symbols": ["Cl", "C", "C", "C", "H", "C", "C", "H", "H", "H", "C", "Mo", "C", "C", "O", "O", "H", "H", "H", "O", "As", "C", "C", "C", "C", "C", "C", "C", "C", "C", "C", "C", "C", "C", "C", "C", "C", "C", "C", "H", "H", "H", "H", "H", "H", "H", "H", "H", "H", "H", "H", "H", "H", "H"],
  "positions_angstrom": [[2.41, -0.05, 1.12], [0.68, -0.91, -2.30], [-0.59, -1.28, -1.69], [-0.33, -2.10, -0.54], [-1.56, -1.10, -2.12], [1.12, -2.26, -0.42], [1.74, -1.46, -1.47], [2.81, -1.43, -1.67], [0.83, -0.32, -3.21], [-1.05, -2.63, 0.07], [1.81, -2.97, 0.68], [0.57, -0.08, -0.23], [-0.53, 1.34, -0.97], [1.56, 2.00, 0.26], [-1.19, 2.21, -1.42], [2.08, 3.04, 0.42], [1.18, -3.07, 1.57], [2.73, -2.46, 0.98], [2.10, -3.98, 0.37], [-1.15, 0.39, 1.91], [-2.09, 1.65, 2.51], [-3.10, 0.87, 3.96], [-3.32, 1.57, 5.16], [-4.11, 0.98, 6.17], [-4.71, -0.27, 5.95], [-4.52, -0.95, 4.74], [-3.68, -0.39, 3.75], [-0.92, 3.19, 2.81], [-0.53, 3.96, 1.70], [0.32, 5.05, 1.89], [0.76, 5.40, 3.18], [0.37, 4.62, 4.27], [-0.45, 3.49, 4.09], [-3.37, 2.19, 1.14], [-3.65, 3.55, 0.92], [-4.64, 3.90, -0.02], [-5.38, 2.92, -0.69], [-5.09, 1.57, -0.44], [-4.08, 1.20, 0.46], [-2.89, 2.57, 5.32], [-4.25, 1.50, 7.12], [-5.33, -0.72, 6.73], [-4.99, -1.92, 4.56], [-3.50, -0.93, 2.82], [-0.90, 3.71, 0.69], [0.64, 5.63, 1.02], [1.41, 6.27, 3.31], [0.71, 4.88, 5.28], [-0.73, 2.85, 4.92], [-3.11, 4.33, 1.47], [-4.83, 4.96, -0.21], [-6.17, 3.21, -1.40], [-5.65, 0.79, -0.95], [-3.83, 0.15, 0.62]],
  "lowdin_spin": [0.123, 0.009, 0.024, 0.012, 0.003, 0.011, 0.014, 0.003, 0.005, 0.003, 0.004, 1.535, 0.054, 0.005, 0.075, 0.012, 0.000, 0.001, 0.000, 0.100, 0.002, 0.003, 0.001, 0.000, 0.000, 0.000, 0.001, 0.000, 0.000, 0.000, 0.000, 0.000, 0.000, 0.001, 0.001, 0.000, 0.000, 0.000, 0.000, 0.000, 0.000, 0.000, 0.000, 0.000, 0.000, 0.000, 0.000, 0.000, 0.000, 0.000, 0.000, 0.000, 0.000, 0.000],
  "charge": 2,
  "fmax_ev_per_a": 9.92,
  "relative_energy_kcal_mol": 28.0,
  "spin_multiplicity": 3,
  "homo_lumo_gap_ev": [5.84, 4.30],
  "energy_ha": -3993.179853,
  "lumo_ev": [-8.430, -9.968],
  "homo_ev": [-14.269, -14.264],
  "s_squared": 2.0170
}

---

Which formula does entry 5 have? C26H22AsClMoO3